1.
DFT (wB97M-V/def2-TZVPD) results for a cluster of 2 separate species, CH2BrP in total at a distorted geometry.

Geometry as ORCA input:
```
! wB97M-V def2-TZVPD RIJCOSX def2/J DEFGRID3
* xyz 0 1
C -0.4940 0.0224 0.0685
P 0.2115 -1.4565 0.0940
Br -2.2295 0.6756 0.0599
H 0.9847 1.8857 0.2881
H 1.5273 -1.1272 -0.5105
*
```

For the energy relative to the best compared isomer or geometry (same formula, charge and spin), the calculation gives 120.5 kcal per mole. The value obtained for the total energy is -2954.44695 Eh.

---

2.
DFT (wB97M-V/def2-TZVPD) results for the molecule CH2Cl2 at a distorted geometry.

Geometry as ORCA input:
```
! wB97M-V def2-TZVPD RIJCOSX def2/J DEFGRID3
* xyz 0 1
C -0.1096 0.1637 0.0166
Cl 0.2850 -0.7856 -1.4541
Cl 0.8166 -0.3386 1.5050
H 0.1209 1.2064 -0.2015
H -1.1129 -0.2459 0.1341
*
```

For the energy relative to the best compared isomer or geometry (same formula, charge and spin), the calculation gives 5.6 kcal per mole. The value obtained for the total energy is -959.67150 Eh. Its structure (SMILES) is ClCCl.

---

3.
DFT (wB97M-V/def2-TZVPD) results for a structure of composition CH2Cl2FN at a distorted geometry.

Geometry as ORCA input:
```
! wB97M-V def2-TZVPD RIJCOSX def2/J DEFGRID3
* xyz 0 1
C 2.0179 -0.0303 -0.1831
N 0.2844 0.0200 0.4275
F 1.7689 0.1505 -1.5131
Cl 2.8075 1.4635 0.4579
Cl 2.6304 -1.5599 0.1492
H -0.1819 0.8933 0.2949
H -0.0579 -0.5881 -0.3498
*
```

For the energy relative to the best compared isomer or geometry (same formula, charge and spin), the calculation gives 31.9 kcal per mole. The value obtained for the total energy is -1114.24725 Eh.

---

4.
DFT (wB97M-V/def2-TZVPD) results for the molecule CH2Cl2FPS at a distorted geometry.

Geometry as ORCA input:
```
! wB97M-V def2-TZVPD RIJCOSX def2/J DEFGRID3
* xyz 0 1
C -0.6685 0.6078 -0.4323
F -1.6962 0.8966 0.4706
P 0.6900 -0.5905 0.3188
S -0.2495 -2.9195 0.0920
Cl 1.2258 0.0534 2.1477
Cl 2.2522 0.0351 -0.7754
H -1.4141 0.3181 -1.2283
H -0.1397 1.5989 -0.5930
*
```

For the energy relative to the best compared isomer or geometry (same formula, charge and spin), the calculation gives 62.5 kcal per mole. The value obtained for the total energy is -1799.04210 Eh. Its structure (SMILES) is FCP(=S)(Cl)Cl.

---

5.
DFT (wB97M-V/def2-TZVPD) results for a structure of composition CH2Cl2N2 at a distorted geometry.

Geometry as ORCA input:
```
! wB97M-V def2-TZVPD RIJCOSX def2/J DEFGRID3
* xyz 0 1
C 0.3147 -0.2380 0.3830
N 1.1801 -0.8353 -0.2605
N -1.0235 0.4221 -0.1778
Cl 0.3392 -0.0531 2.0797
Cl -0.8222 0.5885 -1.9465
H -1.9697 1.3005 -0.3327
H 1.9813 -1.1848 0.2549
*
```

For the energy relative to the best compared isomer or geometry (same formula, charge and spin), the calculation gives 75.7 kcal per mole. The value obtained for the total energy is -1069.05156 Eh.

---

6.
DFT (wB97M-V/def2-TZVPD) results for a structure of composition CH2Cl2O2P2 at a distorted geometry.

Geometry as ORCA input:
```
! wB97M-V def2-TZVPD RIJCOSX def2/J DEFGRID3
* xyz 0 1
C 0.7146 1.5324 0.8186
O 2.3405 -0.1837 -0.2147
O 3.8935 0.8795 1.4221
P 1.2035 -0.0594 1.0983
P 3.7722 0.0996 0.1963
Cl 4.8314 -1.5755 0.2699
Cl 4.6924 0.9364 -1.3351
H -0.0955 1.9853 1.3697
H 1.3689 2.0388 0.0550
*
```

For the energy relative to the best compared isomer or geometry (same formula, charge and spin), the calculation gives 1.9 kcal per mole. The value obtained for the total energy is -1792.95792 Eh.

---

7.
DFT (wB97M-V/def2-TZVPD) results for the molecule CH2Cl3OP at a distorted geometry.

Geometry as ORCA input:
```
! wB97M-V def2-TZVPD RIJCOSX def2/J DEFGRID3
* xyz 0 1
C 1.0200 0.1269 -0.1383
O -1.6998 -0.5347 -0.1408
P -1.0211 0.8955 0.0399
Cl 1.4981 -0.2829 -1.7894
Cl 0.9628 -1.3810 0.8649
Cl 2.1703 1.3024 0.5337
H -1.7992 -0.9681 -0.9297
H -1.1312 0.8418 1.5596
*
```

For the energy relative to the best compared isomer or geometry (same formula, charge and spin), the calculation gives 69.8 kcal per mole. The value obtained for the total energy is -1836.43655 Eh. Its structure (SMILES) is OPC(Cl)(Cl)Cl.

---

8.
DFT (wB97M-V/def2-TZVPD) results for a structure of composition CH2Cl3OP at a distorted geometry.

Geometry as ORCA input:
```
! wB97M-V def2-TZVPD RIJCOSX def2/J DEFGRID3
* xyz 0 1
C 0.0209 -0.7049 -2.4584
O 0.0329 -0.3090 0.5047
P -0.4618 0.6550 -0.6124
Cl -1.4786 -1.7565 -2.4245
Cl 1.4710 -1.6286 -2.1625
Cl 0.1259 0.2814 -3.8174
H -0.3239 -1.2562 0.3395
H 0.7624 1.4103 -0.7356
*
```

For the energy relative to the best compared isomer or geometry (same formula, charge and spin), the calculation gives 78.3 kcal per mole. The value obtained for the total energy is -1836.42304 Eh.

---

9.
DFT (wB97M-V/def2-TZVPD) results for the molecule CH2Cl3P at a distorted geometry.

Geometry as ORCA input:
```
! wB97M-V def2-TZVPD RIJCOSX def2/J DEFGRID3
* xyz 0 1
C 0.6589 -0.0799 -0.2215
P -1.1886 0.3628 -0.2449
Cl 0.9080 -1.3467 -1.5438
Cl 1.5416 1.3677 -0.7670
Cl 1.3227 -0.7038 1.2810
H -1.3956 1.1428 1.0114
H -1.8470 -0.7429 0.4848
*
```

For the energy relative to the best compared isomer or geometry (same formula, charge and spin), the calculation gives 26.2 kcal per mole. The value obtained for the total energy is -1761.19032 Eh. Its structure (SMILES) is PC(Cl)(Cl)Cl.

---

10.
DFT (wB97M-V/def2-TZVPD) results for a cluster of 2 separate species, CH2Cl4P2 in total at a distorted geometry.

Geometry as ORCA input:
```
! wB97M-V def2-TZVPD RIJCOSX def2/J DEFGRID3
* xyz 0 1
C 0.1389 -0.0656 -0.1924
P 1.4399 -1.0311 -2.9627
P 0.8188 0.7623 -1.5721
Cl 3.1513 -1.2073 -1.9384
Cl 1.9304 -0.1783 -4.6198
Cl 3.7517 2.0365 -3.6276
Cl -0.7703 1.6772 -2.4492
H -0.6139 0.2845 0.5109
H 0.7226 -0.9409 0.1221
*
```

For the energy relative to the best compared isomer or geometry (same formula, charge and spin), the calculation gives 70.8 kcal per mole. The value obtained for the total energy is -2562.72046 Eh.

---

11.
DFT (wB97M-V/def2-TZVPD) results for a cluster of 2 separate species, CH2ClFO2 in total at a distorted geometry.

Geometry as ORCA input:
```
! wB97M-V def2-TZVPD RIJCOSX def2/J DEFGRID3
* xyz 0 1
C 1.4795 0.5508 -0.0323
O 1.3379 1.1897 0.9331
O -1.8339 -0.4826 -0.2144
F 1.3700 1.0200 -1.2640
Cl 1.6743 -1.2236 -0.0936
H -2.5154 0.0717 0.2326
H -1.5125 -1.1260 0.4385
*
```

For the energy relative to the best compared isomer or geometry (same formula, charge and spin), the calculation gives 10.0 kcal per mole. The value obtained for the total energy is -749.84468 Eh. Its structure (SMILES) is O=C(F)Cl.O.

---

12.
DFT (wB97M-V/def2-TZVPD) results for a cluster of 2 separate species, CH2ClFO2 in total at a distorted geometry.

Geometry as ORCA input:
```
! wB97M-V def2-TZVPD RIJCOSX def2/J DEFGRID3
* xyz 0 1
C 0.1361 -0.2624 -0.0397
O 0.3317 -0.8535 1.1046
O -1.0002 0.1775 -0.4486
F 0.8081 1.7697 0.3633
Cl 1.3499 -0.6704 -1.2406
H -0.4997 -0.7242 1.5585
H -1.1258 0.5633 -1.2975
*
```

For the energy relative to the best compared isomer or geometry (same formula, charge and spin), the calculation gives 61.6 kcal per mole. The value obtained for the total energy is -749.76250 Eh.

---

13.
DFT (wB97M-V/def2-TZVPD) results for a cluster of 2 separate species, CH2ClFO2S2 in total at a distorted geometry.

Geometry as ORCA input:
```
! wB97M-V def2-TZVPD RIJCOSX def2/J DEFGRID3
* xyz 0 3
C 0.2405 1.7129 0.0371
O 1.1480 -0.8781 0.5364
O 0.2852 0.1876 -1.5915
F -1.0029 1.9570 -0.0683
S 1.6154 -2.4095 -1.9836
S 0.5667 -1.0583 -0.8217
Cl 1.1930 2.9896 -0.5308
H 0.5817 0.8108 0.4226
H -0.7112 -1.4299 -0.7331
*
```

Its expectation value of S² is 2.007. For the energy relative to the best compared isomer or geometry (same formula, charge and spin), the calculation gives 70.3 kcal per mole. The value obtained for the total energy is -1545.99835 Eh.

---

14.
DFT (wB97M-V/def2-TZVPD) results for a cluster of 2 separate species, CH2ClFP2 in total at a distorted geometry.

Geometry as ORCA input:
```
! wB97M-V def2-TZVPD RIJCOSX def2/J DEFGRID3
* xyz 0 1
C 0.5992 0.0975 0.3018
F -1.9965 1.0804 0.6115
P -0.5051 -1.2704 -0.4468
P -0.8263 0.8752 -0.5016
Cl 2.1813 0.5908 0.0556
H 0.4763 -0.0278 1.8821
H 0.0710 -1.3457 -1.9025
*
```

For the energy relative to the best compared isomer or geometry (same formula, charge and spin), the calculation gives 47.6 kcal per mole. The value obtained for the total energy is -1281.98198 Eh.

---

15.
DFT (wB97M-V/def2-TZVPD) results for the molecule CH2ClI3Si.

Geometry as ORCA input:
```
! wB97M-V def2-TZVPD RIJCOSX def2/J DEFGRID3
* xyz 0 1
C 1.0667 0.2586 -0.1798
Si -0.7810 -0.3387 0.0890
Cl 1.2581 1.9270 0.4359
I -1.7577 0.5547 2.1977
I -1.8778 0.5706 -1.9280
I -1.0877 -2.8178 0.2667
H 1.3931 0.2371 -1.2352
H 1.7864 -0.3916 0.3537
*
```

For the energy relative to the best compared isomer or geometry (same formula, charge and spin), the calculation gives 0.0 kcal per mole. The value obtained for the total energy is -1682.18778 Eh. Its structure (SMILES) is ClC[Si](I)(I)I.

---

16.
DFT (wB97M-V/def2-TZVPD) results for the ion CH2ClN2O2 with charge -1 at a distorted geometry.

Geometry as ORCA input:
```
! wB97M-V def2-TZVPD RIJCOSX def2/J DEFGRID3
* xyz -1 1
C -0.1736 -0.4193 0.1683
N 1.3473 -1.4374 0.2032
N 2.2930 -0.6096 -0.0302
O 2.1358 0.6396 -0.3327
O 3.4680 -1.1211 0.0283
Cl -1.5662 -1.6065 -0.1203
H -0.0299 0.2878 -0.6947
H -0.2475 0.0129 1.1570
*
```

For the energy relative to the best compared isomer or geometry (same formula, charge and spin), the calculation gives 43.9 kcal per mole. The value obtained for the total energy is -759.38880 Eh. Its structure (SMILES) is [O-][N+]([O-])=NCCl.

---

17.
DFT (wB97M-V/def2-TZVPD) results for a cluster of 2 separate species, CH2ClN2O3 in total at a distorted geometry.

Geometry as ORCA input:
```
! wB97M-V def2-TZVPD RIJCOSX def2/J DEFGRID3
* xyz 1 1
C 1.2907 0.1700 0.0234
N 2.7091 1.4985 -0.6713
N 0.0201 0.2387 -0.0342
O 2.2111 2.4699 -1.0121
O 3.6848 0.9230 -0.5400
O -0.8848 -0.7152 0.2913
Cl 2.1693 -1.1583 0.5278
H -0.4759 1.0806 -0.3437
H -0.4510 -1.5394 0.5858
*
```

For the energy relative to the best compared isomer or geometry (same formula, charge and spin), the calculation gives 33.6 kcal per mole. The value obtained for the total energy is -834.21029 Eh.

---

18.
DFT (wB97M-V/def2-TZVPD) results for the molecule CH2ClNO2P2 at a distorted geometry.

Geometry as ORCA input:
```
! wB97M-V def2-TZVPD RIJCOSX def2/J DEFGRID3
* xyz 0 1
C 1.6253 0.1170 0.0878
N -1.4092 -0.0890 -0.3373
O 0.9826 -0.9517 0.2006
O 1.3069 1.1627 -0.4254
P -0.5498 -1.3629 -0.6417
P -1.4395 1.4806 -0.0395
Cl 3.3066 0.0332 0.6919
H -0.9017 -1.9038 0.4903
H -2.9213 1.5141 -0.0268
*
```

For the energy relative to the best compared isomer or geometry (same formula, charge and spin), the calculation gives 3.9 kcal per mole. The value obtained for the total energy is -1387.41156 Eh. Its structure (SMILES) is [H]/P=N/POC(=O)Cl.

---

19.
DFT (wB97M-V/def2-TZVPD) results for a cluster of 2 separate species, CH2ClNO2S in total at a distorted geometry.

Geometry as ORCA input:
```
! wB97M-V def2-TZVPD RIJCOSX def2/J DEFGRID3
* xyz 0 1
C 0.6669 -0.8047 0.9240
N 0.4194 0.4115 0.7817
O -2.0199 0.9415 -0.0055
O -0.2073 2.1811 -0.9802
S -0.6375 0.9208 -0.4841
Cl 0.2756 -1.1110 -2.4092
H 1.3250 -0.9963 1.8533
H 0.1778 -1.5429 0.3200
*
```

For the energy relative to the best compared isomer or geometry (same formula, charge and spin), the calculation gives 88.2 kcal per mole. The value obtained for the total energy is -1102.78779 Eh.

---

20.
DFT (wB97M-V/def2-TZVPD) results for a structure of composition CH2ClNO2S2 at a distorted geometry.

Geometry as ORCA input:
```
! wB97M-V def2-TZVPD RIJCOSX def2/J DEFGRID3
* xyz 0 1
C 0.2377 -1.8977 -1.9855
N 0.8580 -2.8958 -2.1636
O -0.8377 0.3292 2.0086
O -2.2696 2.1857 1.8391
S -0.7617 -0.6951 -2.1396
S -1.4678 1.2414 1.1670
Cl 0.7968 2.7249 1.1134
H 1.8702 -3.0784 -1.8400
H 1.5743 2.0859 2.0006
*
```

For the energy relative to the best compared isomer or geometry (same formula, charge and spin), the calculation gives 11.7 kcal per mole. The value obtained for the total energy is -1501.06780 Eh.